{"formula": "C27H52F3IN3O8", "method": "ωB97M-V/def2-TZVPD", "elements": ["C", "C", "N", "C", "C", "O", "C", "O", "C", "C", "O", "C", "C", "O", "C", "F", "F", "F", "C", "C", "C", "C", "C", "I", "C", "C", "C", "O", "C", "C", "C", "O", "H", "H", "H", "H", "H", "H", "H", "H", "H", "H", "H", "H", "H", "H", "H", "H", "H", "H", "H", "H", "H", "H", "H", "H", "H", "H", "H", "H", "H", "H", "H", "H", "H", "H", "H", "H", "H", "H", "C", "C", "O", "N", "C", "H", "H", "H", "H", "H", "H", "H", "C", "C", "O", "N", "C", "H", "H", "H", "H", "H", "H", "H"], "coordinates": [[1.830240, -1.046299, -2.848089], [1.398386, -0.351169, -1.819327], [0.250786, -0.792367, -1.026977], [0.578520, -1.126269, 0.422578], [-0.499762, -2.017000, 1.056073], [-0.400043, -3.310987, 0.494488], [-1.484507, -4.173535, 0.877912], [-1.010196, -5.458474, 0.933483], [-1.278663, -6.261324, -0.209946], [-0.168419, -7.277350, -0.372479], [1.098840, -6.636488, -0.354182], [1.917308, -1.860711, 0.581921], [3.154321, -0.968930, 0.749592], [3.456748, -0.739422, 2.100470], [4.392173, -1.483237, -0.002419], [4.083702, -2.164980, -1.105658], [5.135611, -2.271366, 0.765406], [5.154079, -0.462367, -0.385956], [0.398005, 0.219265, 1.102619], [-0.810014, 0.870102, 0.363257], [-2.081272, 1.016077, 1.205552], [-2.260910, 2.364897, 1.893540], [-2.643579, 3.493263, 0.951704], [-0.578761, 2.962491, 3.086949], [-0.968098, 0.174573, -1.044787], [-0.848320, 1.249500, -2.122670], [-2.128714, 2.089911, -2.236768], [-2.133260, -0.554382, -1.083086], [-2.531401, -1.134246, -2.341745], [-2.206985, -2.621555, -2.481276], [-1.495674, -2.926390, -3.799902], [-3.421467, -3.351054, -2.387362], [2.606474, -0.658905, -3.489357], [1.465650, -2.039826, -3.075540], [1.874759, 0.562021, -1.500663], [0.029151, -1.707082, -1.439239], [-1.505293, -1.625004, 0.921264], [-0.255539, -2.051252, 2.119441], [-2.297148, -4.063234, 0.156723], [-1.839680, -3.886898, 1.869574], [-1.301910, -5.641339, -1.110442], [-2.237674, -6.766593, -0.084983], [-0.280671, -7.778578, -1.333345], [-0.230919, -8.028310, 0.415045], [1.524370, -6.839234, 0.480696], [2.038691, -2.597978, -0.206924], [1.810919, -2.432549, 1.501480], [2.974993, 0.022728, 0.343338], [3.749425, -1.561949, 2.512473], [1.252575, 0.889915, 1.080105], [0.137268, 0.130047, 2.152962], [-0.478294, 1.894069, 0.187505], [-2.978246, 0.849617, 0.610598], [-2.092023, 0.250187, 1.983967], [-3.069588, 2.235311, 2.606899], [-3.120067, 4.286025, 1.524485], [-3.377767, 3.171041, 0.217501], [-1.785778, 3.942156, 0.453830], [0.038757, 1.851480, -1.958529], [-0.691306, 0.751664, -3.082191], [-1.986324, 3.078033, -1.811132], [-2.989313, 1.603324, -1.791651], [-2.347616, 2.247674, -3.290126], [-2.127055, -0.586355, -3.190055], [-3.612091, -1.026802, -2.386359], [-1.549435, -2.938684, -1.675532], [-2.219113, -2.917753, -4.615477], [-0.962724, -3.873906, -3.763165], [-0.766311, -2.154223, -4.047491], [-3.466725, -4.004720, -3.090725], [-4.759470, 6.430852, -2.590583], [-4.863098, 5.971717, -1.155216], [-4.834274, 4.785810, -0.853127], [-4.994727, 6.925979, -0.202938], [-5.050193, 8.367276, -0.373140], [-4.663430, 5.553480, -3.222052], [-5.651618, 6.982192, -2.887472], [-3.886880, 7.068943, -2.733621], [-5.066261, 6.557024, 0.732127], [-4.235225, 8.845030, 0.171634], [-5.994085, 8.757593, 0.008348], [-4.966241, 8.629426, -1.421713], [8.438386, 0.662152, 4.859884], [7.021733, 0.230270, 5.158466], [6.690517, -0.206734, 6.245006], [6.107927, 0.345452, 4.153097], [6.298972, 0.833121, 2.801781], [9.033828, 0.507773, 5.753543], [8.861822, 0.072716, 4.045895], [8.474669, 1.717634, 4.588195], [5.183782, 0.045963, 4.419502], [5.650218, 1.692913, 2.622368], [6.043464, 0.053130, 2.087159], [7.327092, 1.135998, 2.634986]], "forces_ev_per_angstrom": [[0.0511, -0.1860, -0.0385], [0.1268, 0.2568, 0.0634], [0.7149, -1.3833, -0.5021], [-0.0464, 0.3467, 1.2189], [0.0882, -0.6325, -0.6938], [-0.1736, 0.1948, -0.1901], [0.2719, 0.0023, 0.0754], [-0.2283, -0.1723, 0.0817], [0.2746, 0.0711, -0.1626], [0.1907, 0.0895, 0.2827], [-0.0194, -0.1251, -0.2253], [0.0197, 0.1802, -0.0048], [-0.2185, -0.0721, -0.0725], [0.0266, 0.1327, 0.0811], [-0.1967, 0.2062, 0.1658], [-0.1760, -0.3032, -0.4133], [0.2039, -0.4534, 0.3627], [0.3567, 0.4988, -0.0936], [-0.6970, 0.4072, -0.1829], [0.3054, 0.5412, 0.0586], [0.1785, -0.4246, 0.3978], [-0.4459, -0.0483, -0.3888], [0.0213, 0.2490, 0.3138], [0.0314, -0.0331, 0.1002], [0.0972, 1.3006, 1.4406], [-0.2793, -0.9290, -0.8618], [0.4271, 0.2387, -0.2279], [0.2469, -0.4602, -0.3616], [-0.3874, 0.0824, -0.0034], [0.0838, -0.1916, -0.6425], [0.0168, 0.3037, 0.0355], [0.0040, -0.0132, 0.2563], [0.2321, -0.0253, 0.1543], [-0.2622, 0.0369, -0.1522], [-0.2618, 0.2282, -0.0109], [-0.5735, 0.1696, -0.0173], [-0.0631, 0.1977, 0.0209], [-0.0997, 0.0300, 0.1401], [-0.1249, 0.0126, -0.1121], [0.0870, 0.0568, 0.1076], [-0.0940, 0.1456, 0.0134], [-0.1041, -0.0238, -0.1114], [-0.1049, -0.0820, -0.0337], [-0.0151, -0.0675, 0.0331], [0.0272, 0.1140, 0.0462], [-0.0331, -0.0300, -0.0881], [0.1087, -0.1204, 0.0274], [0.0307, 0.0399, -0.1109], [0.0136, -0.0421, -0.0157], [0.2011, -0.1260, -0.1714], [0.1983, -0.2621, 0.1054], [-0.1478, 0.0471, -0.3923], [-0.0142, 0.0380, -0.1336], [-0.0195, -0.1172, -0.0261], [0.0781, 0.0157, 0.1876], [0.0520, 0.1198, -0.0015], [-0.0046, -0.0734, -0.0555], [0.0455, -0.0938, -0.1663], [0.0038, 0.1281, 0.1394], [0.1930, 0.0666, -0.0462], [-0.1805, -0.0177, 0.2297], [-0.0710, 0.0621, 0.1295], [-0.0884, 0.0047, -0.0566], [0.1084, 0.1619, 0.1215], [-0.0683, -0.0116, 0.0928], [0.0749, 0.0178, 0.4300], [-0.0121, -0.1250, -0.0886], [-0.1599, -0.1697, -0.0768], [0.1091, 0.0357, 0.0683], [0.0297, -0.0557, 0.0169], [0.0209, -0.0684, 0.0054], [-0.0525, -0.0063, -0.0107], [0.0580, -0.0067, -0.0529], [0.0462, 0.0378, -0.0563], [-0.0225, -0.1416, 0.1900], [-0.0078, -0.0341, 0.0246], [0.0314, 0.0544, -0.0157], [-0.0393, 0.0566, -0.0213], [-0.0316, 0.0093, 0.0159], [0.0130, 0.0433, -0.0505], [-0.0090, 0.0433, -0.0538], [0.0008, 0.0043, -0.0196], [-0.0101, -0.0134, 0.0484], [0.0134, -0.0108, 0.0222], [0.0052, -0.0101, 0.0012], [0.0763, -0.0095, -0.0760], [-0.2059, -0.0404, 0.1934], [-0.0243, -0.0155, 0.0307], [0.0082, 0.0508, -0.0376], [0.0233, -0.0117, -0.0581], [-0.0301, 0.0512, 0.0113], [0.0594, 0.0287, -0.0976], [0.0830, 0.0409, -0.1248], [0.0345, -0.0112, 0.0660]], "charge": 1, "lumo_energy_ev": -9.8, "gap_ev": 1.076}

{"formula": "C27H52F8I2NO6", "method": "ωB97M-V/def2-TZVPD", "elements": ["C", "C", "I", "C", "I", "C", "C", "C", "O", "C", "C", "F", "F", "C", "F", "F", "C", "F", "F", "C", "F", "F", "C", "C", "C", "C", "N", "O", "C", "C", "C", "C", "H", "H", "H", "H", "H", "H", "H", "H", "H", "H", "H", "H", "H", "H", "H", "H", "H", "H", "H", "H", "H", "H", "H", "H", "H", "H", "H", "H", "C", "C", "O", "H", "H", "H", "H", "H", "H", "C", "C", "O", "H", "H", "H", "H", "H", "H", "C", "C", "O", "H", "H", "H", "H", "H", "H", "C", "C", "O", "H", "H", "H", "H", "H", "H"], "coordinates": [[-0.159367, -2.971506, 0.563577], [-0.403916, -1.883844, 1.615484], [-1.487587, -2.922123, 3.223615], [0.827638, -1.216671, 2.293676], [2.438444, -2.678887, 2.345174], [1.223696, 0.219466, 1.824428], [1.482331, 1.022647, 3.152608], [2.581652, 0.479240, 4.060965], [1.960037, -0.183745, 5.167905], [2.826612, -0.342319, 6.271684], [2.677896, -1.771449, 6.872653], [1.659856, -2.402186, 6.283266], [2.362546, -1.673617, 8.165909], [3.947638, -2.634898, 6.723566], [4.771677, -2.252935, 7.709260], [4.570278, -2.378659, 5.585647], [3.711050, -4.156828, 6.901104], [2.851143, -4.382950, 7.870514], [4.892880, -4.686019, 7.202564], [3.211935, -4.887023, 5.641286], [2.968624, -6.156864, 6.019810], [4.158298, -4.930946, 4.721787], [0.110851, 1.044809, 1.128809], [0.052187, 1.086636, -0.406811], [-0.693429, 2.394005, -0.745720], [-0.833473, -0.004838, -1.057281], [1.358419, 1.148583, -1.117005], [1.700686, 2.310983, -1.528995], [2.454819, 0.343250, -0.526655], [2.534354, -1.085551, -1.109307], [3.780443, 0.994178, -0.988887], [2.529953, 0.411203, 1.009485], [-1.072680, -3.042962, -0.028861], [-0.045984, -3.945204, 1.009483], [0.638952, -2.740834, -0.131714], [-1.137625, -1.187971, 1.245421], [0.570336, -1.143052, 3.336263], [0.541011, 1.067937, 3.696058], [1.718192, 2.048358, 2.888383], [3.109700, 1.346560, 4.470359], [3.334509, -0.121435, 3.555834], [3.859214, -0.115324, 6.021208], [2.508500, 0.368098, 7.035713], [2.281505, -4.497628, 5.242562], [-0.881797, 0.776241, 1.477264], [0.239911, 2.072502, 1.454558], [-0.275677, 3.252492, -0.235684], [-0.812772, 2.525725, -1.808976], [-1.699438, 2.256369, -0.338059], [-1.727892, -0.062663, -0.438657], [-1.140240, 0.330338, -2.043853], [-0.365118, -0.981097, -1.069951], [3.214169, -1.063142, -1.955080], [1.587522, -1.439100, -1.503108], [2.979306, -1.774508, -0.405989], [4.553294, 0.283530, -0.683394], [3.996360, 1.907149, -0.466730], [3.849018, 1.066024, -2.066646], [2.829670, 1.440791, 1.204284], [3.372071, -0.186761, 1.337614], [-4.537139, 2.197922, -4.209335], [-3.668080, 1.397837, -3.258805], [-2.305666, 1.396387, -3.682006], [-4.469690, 1.784336, -5.213038], [-5.580094, 2.183832, -3.887482], [-4.201010, 3.237215, -4.262775], [-3.996482, 0.359739, -3.226181], [-3.724946, 1.810564, -2.245160], [-2.004750, 2.311892, -3.703658], [-3.935864, -2.898128, -4.359081], [-5.378821, -3.209848, -4.005408], [-6.144597, -2.015766, -3.869852], [-3.484411, -2.265597, -3.593069], [-3.347491, -3.812693, -4.450670], [-3.879450, -2.352114, -5.303719], [-5.434057, -3.735965, -3.053415], [-5.835017, -3.841686, -4.774875], [-6.110089, -1.549170, -4.714464], [4.772096, 5.723879, -0.424169], [5.887742, 4.729082, -0.688331], [5.365382, 3.471552, -1.109989], [4.093263, 5.340089, 0.338552], [5.172046, 6.682441, -0.089113], [4.181400, 5.890184, -1.327865], [6.462588, 4.549065, 0.219067], [6.568565, 5.110363, -1.456697], [4.862559, 3.617857, -1.919835], [-8.660723, 1.387952, -6.831890], [-7.748485, 0.619316, -5.894778], [-6.394634, 0.650620, -6.342395], [-8.606259, 0.973998, -7.839213], [-9.696280, 1.348918, -6.491037], [-8.354503, 2.435008, -6.895304], [-8.043213, -0.428463, -5.849074], [-7.796191, 1.034880, -4.882378], [-6.119891, 1.572924, -6.374979]], "forces_ev_per_angstrom": [[-1.0341, 0.4438, -0.3538], [0.6301, -1.1827, 0.5044], [-0.1186, 0.2622, -0.1524], [-0.6786, -0.2226, -0.8652], [-0.0607, 0.1456, 0.3596], [0.8704, 0.7471, 0.5999], [-0.0156, -0.7250, -0.5315], [-0.4558, 1.0977, 0.7003], [0.6390, -0.3982, -0.3556], [-0.6187, 0.0063, 0.0516], [0.2602, 0.9743, -0.8546], [-0.6302, -0.5834, -0.5940], [0.0798, 0.0398, 0.8986], [-0.6910, -0.1323, 1.2871], [0.5448, 0.2734, 0.6039], [0.2075, -0.0035, -1.1939], [0.3173, 0.4458, -1.8248], [-0.7052, -0.0534, 1.1220], [0.8298, -0.4850, 0.4966], [-0.9552, -0.1612, 0.5929], [-0.1159, -0.6764, 0.2764], [0.8568, 0.2615, -0.9116], [0.5655, -0.5593, -0.2915], [-1.2851, 0.5811, -1.3591], [-0.6433, -0.5869, 0.7902], [0.3272, 0.2572, 0.8037], [0.2037, 0.2791, 1.6338], [-0.0590, -0.0716, -0.3234], [1.8179, -0.2989, -0.8892], [-0.3579, 0.4103, -0.3613], [0.0330, -1.1181, 0.7072], [-1.1176, 0.5444, -0.5016], [-0.0832, -0.0331, -0.0993], [0.5160, -0.2210, 0.0858], [0.2843, 0.0195, 0.1323], [0.0936, 0.3609, 0.1254], [0.2011, 0.0687, 0.3209], [-0.0376, -0.0754, 0.3355], [0.1288, 0.1154, -0.1361], [0.1293, 0.0497, -0.0170], [-0.1151, -0.3862, -0.0148], [0.1614, -0.1741, -0.0660], [0.0668, -0.0994, 0.2656], [-0.0441, 0.3952, -0.1660], [-0.1327, -0.1208, 0.1548], [0.2023, 0.1604, 0.0471], [0.2607, 0.2363, -0.2962], [0.2918, 0.2295, -0.2080], [-0.1057, 0.0788, 0.0208], [-0.2423, -0.1840, -0.0843], [0.1825, -0.2679, -0.1531], [-0.0130, -0.0984, -0.1903], [-0.0258, 0.0007, -0.2645], [-0.1092, -0.2299, 0.2145], [-0.1923, -0.2306, 0.2555], [0.1552, 0.0017, -0.0075], [-0.0809, 0.4454, -0.2510], [-0.1316, 0.3169, -0.1344], [-0.0204, 0.1674, 0.0948], [-0.0963, -0.3339, 0.0860], [0.0454, 0.1179, -0.0041], [0.1072, 0.2762, -0.0288], [-0.0619, -0.0695, -0.0967], [0.0616, -0.1041, 0.0411], [0.0055, 0.0143, -0.0062], [-0.0452, 0.0148, 0.1168], [0.0893, -0.0293, -0.0055], [-0.1348, -0.0691, 0.0292], [-0.0023, -0.0751, -0.0623], [0.0089, 0.0153, 0.0385], [0.0743, 0.2358, -0.2867], [-0.0452, 0.0202, 0.0496], [0.0025, -0.0502, 0.0380], [0.0111, 0.0162, -0.0224], [-0.0007, -0.0680, -0.0346], [-0.0990, 0.0579, 0.0279], [0.0657, -0.1300, 0.0607], [0.0352, 0.0442, 0.0840], [-0.0085, -0.0087, 0.0552], [-0.2548, 0.0449, -0.3185], [0.2905, 0.2455, 0.0974], [0.0423, 0.0009, 0.0309], [-0.0192, 0.0084, -0.0227], [0.0522, 0.0551, -0.0203], [0.0125, -0.1148, -0.0297], [0.0819, 0.0932, 0.1112], [-0.0401, -0.0742, 0.0924], [0.0249, -0.0353, -0.0615], [0.0549, 0.3342, -0.0588], [-0.0870, -0.2689, -0.0730], [-0.0280, -0.0527, 0.0242], [0.0093, 0.0309, 0.0012], [-0.0537, 0.0184, 0.0774], [0.0771, -0.0226, 0.0222], [-0.1412, -0.0949, 0.0370], [-0.0152, -0.0798, -0.0185]], "multiplicity": 2, "lumo_energy_ev": [0.4, 0.4], "s_squared": 0.754, "gap_ev": [8.654, 9.651]}

no.,M (g mol⁻¹)
1,730.624
2,892.506